Entry from the Open Molecules 2025 dataset: a 17-piece molecular cluster, C58H162N12O17 overall in a non-equilibrium geometry (wB97M-V/def2-TZVPD).

Each atom is followed by the atoms it is bonded to, with distances in Å.
CARTESIAN COORDINATES (ANGSTROEM)
1 C -5.7979 0.9993 -3.7785  C2 1.467, H7 1.090, H8 1.090, H9 1.090
2 C -4.4061 1.1402 -4.2189  C1 1.467, C3 1.576, N6 1.443, H10 1.090
3 C -3.5639 -0.1717 -3.9901  C2 1.576, O4 1.450, H11 1.090, H12 1.090
4 O -3.5012 -0.5204 -2.5839  C3 1.450, C5 1.422
5 C -3.1643 -1.8665 -2.2725  O4 1.422, H13 1.090, H14 1.090, H15 1.090
6 N -4.3847 1.4352 -5.6317  C2 1.443, H16 1.010, H17 1.010
7 H -6.2299 1.9782 -3.9862  C1 1.090
8 H -5.8319 0.7896 -2.7094  C1 1.090
9 H -6.3248 0.2420 -4.3590  C1 1.090
10 H -3.9129 1.9497 -3.6808  C2 1.090
11 H -2.5347 -0.0687 -4.3339  C3 1.090
12 H -4.0512 -1.0104 -4.4873  C3 1.090
13 H -3.1798 -1.9394 -1.1850  C5 1.090
14 H -2.2021 -2.1596 -2.6924  C5 1.090
15 H -3.9044 -2.5357 -2.7113  C5 1.090
16 H -5.1516 2.0618 -5.8298  N6 1.010
17 H -4.6495 0.6047 -6.1418  N6 1.010
18 C 8.6649 -6.6995 -0.8940  C19 1.554, H24 1.090, H25 1.090, H26 1.090
19 C 7.5550 -5.8436 -0.2218  C18 1.554, C20 1.564, N23 1.460, H27 1.090
20 C 6.2490 -5.6446 -1.0585  C19 1.564, O21 1.418, H28 1.090, H29 1.090
21 O 5.3066 -4.7596 -0.4768  C20 1.418, C22 1.399
22 C 5.5719 -3.3863 -0.5080  O21 1.399, H30 1.090, H31 1.090, H32 1.090
23 N 7.3073 -6.3202 1.1355  C19 1.460, H33 1.010, H34 1.010
24 H 8.4407 -7.7649 -0.8418  C18 1.090
25 H 9.6522 -6.4886 -0.4830  C18 1.090
26 H 8.8481 -6.5690 -1.9606  C18 1.090
27 H 7.9813 -4.8748 0.0387  C19 1.090
28 H 5.7913 -6.6302 -1.1441  C20 1.090
29 H 6.4344 -5.3351 -2.0870  C20 1.090
30 H 6.0157 -3.1662 -1.4789  C22 1.090
31 H 6.3141 -3.0779 0.2284  C22 1.090
32 H 4.6362 -2.8368 -0.4053  C22 1.090
33 H 7.0932 -7.3067 1.1015  N23 1.010
34 H 6.5329 -5.8531 1.5852  N23 1.010
35 C 3.2863 3.3112 0.5758  C36 1.489, H41 1.090, H42 1.090, H43 1.090
36 C 2.0425 4.0838 0.8482  C35 1.489, C37 1.551, N40 1.432, H44 1.090
37 C 1.1879 4.3187 -0.4241  C36 1.551, O38 1.453, H45 1.090, H46 1.090
38 O 1.8736 5.2212 -1.3325  C37 1.453, C39 1.404
39 C 1.1079 5.5725 -2.4560  O38 1.404, H47 1.090, H48 1.090, H49 1.090
40 N 1.3077 3.3142 1.8073  C36 1.432, H50 1.010, H51 1.010
41 H 3.9283 3.7963 -0.1596  C35 1.090
42 H 3.0713 2.2925 0.2532  C35 1.090
43 H 3.9345 3.2015 1.4452  C35 1.090
44 H 2.3060 5.0613 1.2522  C36 1.090
45 H 0.1812 4.6868 -0.2258  C37 1.090
46 H 0.9586 3.3214 -0.7995  C37 1.090
47 H 1.4793 6.5302 -2.8204  C39 1.090
48 H 0.0340 5.7357 -2.3656  C39 1.090
49 H 1.2530 4.8099 -3.2211  C39 1.090
50 H 0.3343 3.5833 1.7942  N40 1.010
51 H 1.3137 2.3617 1.4714  N40 1.010
52 C 7.2725 0.7770 -4.2952  C53 1.533, H58 1.090, H59 1.090, H60 1.090
53 C 6.7184 1.8491 -3.3496  C52 1.533, C54 1.594, N57 1.465, H61 1.090
54 C 5.3074 1.4703 -2.7126  C53 1.594, O55 1.447, H62 1.090, H63 1.090
55 O 4.2328 1.4676 -3.6814  C54 1.447, C56 1.402
56 C 3.9091 2.7360 -4.1825  O55 1.402, H64 1.090, H65 1.090, H66 1.090
57 N 7.7351 2.0629 -2.3161  C53 1.465, H67 1.010, H68 1.010
58 H 6.6334 0.5907 -5.1583  C52 1.090
59 H 7.3543 -0.1834 -3.7861  C52 1.090
60 H 8.2623 1.0140 -4.6855  C52 1.090
61 H 6.6483 2.8263 -3.8275  C53 1.090
62 H 5.0105 2.0582 -1.8441  C54 1.090
63 H 5.4047 0.4237 -2.4243  C54 1.090
64 H 2.9491 2.7025 -4.6977  C56 1.090
65 H 4.6278 3.1735 -4.8755  C56 1.090
66 H 3.6614 3.4649 -3.4109  C56 1.090
67 H 8.6362 2.2665 -2.7243  N57 1.010
68 H 7.4868 2.8984 -1.8058  N57 1.010
69 C 2.2382 -3.9059 1.1591  C70 1.536, H75 1.090, H76 1.090, H77 1.090
70 C 2.8113 -5.1019 1.9338  C69 1.536, C71 1.534, N74 1.419, H78 1.090
71 C 2.4436 -6.4481 1.2975  C70 1.534, O72 1.451, H79 1.090, H80 1.090
72 O 1.0166 -6.6849 1.1873  C71 1.451, C73 1.363
73 C 0.6717 -7.7856 0.4604  O72 1.363, H81 1.090, H82 1.090, H83 1.090
74 N 4.2181 -4.9170 1.9713  C70 1.419, H84 1.010, H85 1.010
75 H 2.7820 -3.8521 0.2159  C69 1.090
76 H 2.3317 -2.9539 1.6816  C69 1.090
77 H 1.1988 -4.0098 0.8476  C69 1.090
78 H 2.4362 -5.0723 2.9568  C70 1.090
79 H 2.8194 -7.2745 1.9008  C71 1.090
80 H 2.9820 -6.5898 0.3604  C71 1.090
81 H -0.4047 -7.9344 0.3745  C73 1.090
82 H 1.1189 -8.6641 0.9254  C73 1.090
83 H 1.0198 -7.7469 -0.5718  C73 1.090
84 H 4.5303 -4.0264 2.3310  N74 1.010
85 H 4.5569 -5.0316 1.0267  N74 1.010
86 C -1.7850 1.1962 0.1372  C87 1.558, H92 1.090, H93 1.090, H94 1.090
87 C -1.2556 -0.1841 0.6294  C86 1.558, C88 1.548, N91 1.467, H95 1.090
88 C -0.2262 -0.9045 -0.2750  C87 1.548, O89 1.435, H96 1.090, H97 1.090
89 O 1.0325 -0.2155 -0.2729  C88 1.435, C90 1.437
90 C 2.0755 -0.7955 -1.0737  O89 1.437, H98 1.090, H99 1.090, H100 1.090
91 N -0.6857 -0.0179 1.9706  C87 1.467, H101 1.010, H102 1.010
92 H -2.1561 1.0657 -0.8793  C86 1.090
93 H -0.9659 1.9133 0.0835  C86 1.090
94 H -2.6255 1.5312 0.7451  C86 1.090
95 H -2.1357 -0.8062 0.7927  C87 1.090
96 H -0.5530 -1.0494 -1.3047  C88 1.090
97 H -0.0724 -1.8640 0.2188  C88 1.090
98 H 3.0239 -0.2584 -1.0602  C90 1.090
99 H 1.7541 -0.9330 -2.1061  C90 1.090
100 H 2.3290 -1.8079 -0.7589  C90 1.090
101 H 0.2796 0.1667 1.7378  N91 1.010
102 H -0.6286 -0.9228 2.4156  N91 1.010
103 C -6.2051 -1.2719 7.5412  C104 1.524, H109 1.090, H110 1.090, H111 1.090
104 C -6.3071 -2.0652 6.2434  C103 1.524, C105 1.516, N108 1.424, H112 1.090
105 C -4.9357 -2.3216 5.6515  C104 1.516, O106 1.413, H113 1.090, H114 1.090
106 O -4.5161 -1.1332 5.0119  C105 1.413, C107 1.425
107 C -3.2623 -1.2690 4.3496  O106 1.425, H115 1.090, H116 1.090, H117 1.090
108 N -6.9429 -3.3247 6.4333  C104 1.424, H118 1.010, H119 1.010
109 H -5.5270 -1.7684 8.2353  C103 1.090
110 H -7.1850 -1.0352 7.9558  C103 1.090
111 H -5.8501 -0.2604 7.3441  C103 1.090
112 H -6.8711 -1.4616 5.5323  C104 1.090
113 H -4.9612 -3.0425 4.8343  C105 1.090
114 H -4.2745 -2.6660 6.4467  C105 1.090
115 H -3.1444 -0.4359 3.6567  C107 1.090
116 H -3.3061 -2.1064 3.6532  C107 1.090
117 H -2.3743 -1.2846 4.9814  C107 1.090
118 H -6.9404 -3.7649 5.5243  N108 1.010
119 H -7.9276 -3.1872 6.6109  N108 1.010
120 C -3.4580 5.2076 3.0331  C121 1.560, H126 1.090, H127 1.090, H128 1.090
121 C -1.9414 5.3933 2.7203  C120 1.560, C122 1.542, N125 1.482, H129 1.090
122 C -1.1480 5.4810 4.0401  C121 1.542, O123 1.464, H130 1.090, H131 1.090
123 O -1.5084 6.6627 4.8262  C122 1.464, C124 1.424
124 C -1.0037 7.8431 4.2095  O123 1.424, H132 1.090, H133 1.090, H134 1.090
125 N -1.6368 4.1588 1.9581  C121 1.482, H135 1.010, H136 1.010
126 H -3.6676 4.4403 3.7784  C120 1.090
127 H -4.0398 4.8216 2.1961  C120 1.090
128 H -3.9900 6.1214 3.2978  C120 1.090
129 H -1.8549 6.2963 2.1159  C121 1.090
130 H -0.0760 5.4178 3.8532  C122 1.090
131 H -1.3118 4.5675 4.6118  C122 1.090
132 H -1.6516 8.2228 3.4195  C124 1.090
133 H -0.0342 7.5734 3.7904  C124 1.090
134 H -0.7561 8.5808 4.9728  C124 1.090
135 H -2.3431 4.0897 1.2394  N125 1.010
136 H -1.7577 3.3215 2.5099  N125 1.010
137 C -2.7111 5.0028 -3.8266  C138 1.551, H143 1.090, H144 1.090, H145 1.090
138 C -3.5666 5.0499 -2.5337  C137 1.551, C139 1.466, N142 1.456, H146 1.090
139 C -2.8423 4.7096 -1.3052  C138 1.466, O140 1.428, H147 1.090, H148 1.090
140 O -3.7448 4.3728 -0.2509  C139 1.428, C141 1.458
141 C -4.6742 3.2668 -0.4459  O140 1.458, H149 1.090, H150 1.090, H151 1.090
142 N -4.1651 6.3753 -2.4706  C138 1.456, H152 1.010, H153 1.010
143 H -1.9065 5.7369 -3.7826  C137 1.090
144 H -3.2699 5.3777 -4.6841  C137 1.090
145 H -2.3023 4.0290 -4.0961  C137 1.090
146 H -4.3507 4.3255 -2.7540  C138 1.090
147 H -2.2223 5.5425 -0.9736  C139 1.090
148 H -2.1340 3.8933 -1.4471  C139 1.090
149 H -4.1622 2.3612 -0.7714  C141 1.090
150 H -5.4688 3.4454 -1.1702  C141 1.090
151 H -4.9702 2.9615 0.5578  C141 1.090
152 H -4.7681 6.3551 -1.6606  N142 1.010
153 H -3.5173 7.1278 -2.2856  N142 1.010
154 C -7.2387 2.0049 3.7297  C155 1.546, H160 1.090, H161 1.090, H162 1.090
155 C -5.7662 2.4293 3.9317  C154 1.546, C156 1.527, N159 1.470, H163 1.090
156 C -5.3253 2.4460 5.3937  C155 1.527, O157 1.434, H164 1.090, H165 1.090
157 O -6.0917 3.3698 6.1783  C156 1.434, C158 1.466
158 C -5.9244 3.2579 7.6300  O157 1.466, H166 1.090, H167 1.090, H168 1.090
159 N -4.9067 1.4877 3.1993  C155 1.470, H169 1.010, H170 1.010
160 H -7.8627 2.6576 4.3402  C154 1.090
161 H -7.3873 0.9541 3.9786  C154 1.090
162 H -7.4537 2.2072 2.6805  C154 1.090
163 H -5.6019 3.4239 3.5172  C155 1.090
164 H -4.2695 2.7109 5.4507  C156 1.090
165 H -5.4168 1.4584 5.8458  C156 1.090
166 H -5.6457 2.2486 7.9327  C158 1.090
167 H -6.8905 3.4523 8.0957  C158 1.090
168 H -5.2006 3.9626 8.0395  C158 1.090
169 H -3.9418 1.7617 3.3177  N159 1.010
170 H -4.9424 0.6127 3.7025  N159 1.010
171 C 4.3494 -2.6305 -3.8914  C172 1.546, H177 1.090, H178 1.090, H179 1.090
172 C 4.9314 -1.9482 -5.1512  C171 1.546, C173 1.490, N176 1.417, H180 1.090
173 C 5.1540 -2.8839 -6.2892  C172 1.490, O174 1.433, H181 1.090, H182 1.090
174 O 5.6743 -2.2767 -7.4779  C173 1.433, C175 1.404
175 C 6.9656 -1.7264 -7.4427  O174 1.404, H183 1.090, H184 1.090, H185 1.090
176 N 4.0623 -0.8900 -5.5161  C172 1.417, H186 1.010, H187 1.010
177 H 4.4018 -1.9911 -3.0102  C171 1.090
178 H 5.0140 -3.4467 -3.6082  C171 1.090
179 H 3.3272 -2.9921 -4.0033  C171 1.090
180 H 5.9186 -1.5371 -4.9399  C172 1.090
181 H 4.2294 -3.4357 -6.4593  C173 1.090
182 H 5.8454 -3.6434 -5.9242  C173 1.090
183 H 7.0305 -0.8040 -6.8656  C175 1.090
184 H 7.3385 -1.4459 -8.4278  C175 1.090
185 H 7.7088 -2.4044 -7.0233  C175 1.090
186 H 4.0616 -0.2340 -4.7481  N176 1.010
187 H 4.4377 -0.3549 -6.2860  N176 1.010
188 C -0.4319 -0.4221 -7.1169  C189 1.556, H194 1.090, H195 1.090, H196 1.090
189 C 0.9403 -0.4610 -6.3846  C188 1.556, C190 1.546, N193 1.439, H197 1.090
190 C 0.8230 -0.1012 -4.8861  C189 1.546, O191 1.431, H198 1.090, H199 1.090
191 O 0.3824 1.2523 -4.7424  C190 1.431, C192 1.394
192 C 0.3037 1.7032 -3.4261  O191 1.394, H200 1.090, H201 1.090, H202 1.090
193 N 1.3895 -1.8045 -6.6397  C189 1.439, H203 1.010, H204 1.010
194 H -0.7976 0.6037 -7.0718  C188 1.090
195 H -1.2278 -0.9906 -6.6358  C188 1.090
196 H -0.4628 -0.7187 -8.1653  C188 1.090
197 H 1.5762 0.2683 -6.8864  C189 1.090
198 H 1.7711 -0.2344 -4.3650  C190 1.090
199 H 0.1368 -0.8166 -4.4330  C190 1.090
200 H -0.4058 1.1331 -2.8264  C192 1.090
201 H -0.0172 2.7443 -3.4633  C192 1.090
202 H 1.2024 1.5390 -2.8316  C192 1.090
203 H 2.2629 -1.9462 -6.1526  N193 1.010
204 H 0.7784 -2.4906 -6.2202  N193 1.010
205 C -6.2663 -1.5923 -0.3153  C206 1.504, H208 1.090, H209 1.090, H210 1.090
206 C -5.9398 -0.7310 0.8735  C205 1.504, O207 1.400, H211 1.090, H212 1.090
207 O -5.9608 0.6196 0.5059  C206 1.400, H213 0.960
208 H -5.5552 -1.4202 -1.1233  C205 1.090
209 H -7.2618 -1.3814 -0.7058  C205 1.090
210 H -6.1622 -2.6470 -0.0605  C205 1.090
211 H -4.9993 -1.0160 1.3449  C206 1.090
212 H -6.6278 -0.8513 1.7104  C206 1.090
213 H -5.6345 1.1018 1.2692  O207 0.960
214 C 0.1927 2.0612 4.6582  C215 1.546, H217 1.090, H218 1.090, H219 1.090
215 C -1.3262 1.8231 4.8248  C214 1.546, O216 1.437, H220 1.090, H221 1.090
216 O -1.9881 1.8767 3.5501  C215 1.437, H222 0.960
217 H 0.6437 2.0370 5.6502  C214 1.090
218 H 0.4673 3.0433 4.2733  C214 1.090
219 H 0.6456 1.3238 3.9954  C214 1.090
220 H -1.7186 2.6293 5.4447  C215 1.090
221 H -1.5742 0.8452 5.2375  C215 1.090
222 H -1.5226 1.3153 2.9258  O216 0.960
223 C -1.2610 -4.7910 -1.5010  C224 1.494, H226 1.090, H227 1.090, H228 1.090
224 C -2.3236 -5.4751 -0.7043  C223 1.494, O225 1.397, H229 1.090, H230 1.090
225 O -3.0759 -4.5844 0.0647  C224 1.397, H231 0.960
226 H -0.6880 -4.0305 -0.9703  C223 1.090
227 H -1.6714 -4.3459 -2.4074  C223 1.090
228 H -0.5232 -5.5065 -1.8642  C223 1.090
229 H -1.8207 -6.2086 -0.0741  C224 1.090
230 H -3.0063 -6.0329 -1.3453  C224 1.090
231 H -3.9377 -4.9915 -0.0500  O225 0.960
232 C 4.2333 0.3747 2.6177  C233 1.519, H235 1.090, H236 1.090, H237 1.090
233 C 4.8673 0.0066 1.2878  C232 1.519, O234 1.438, H238 1.090, H239 1.090
234 O 6.2872 0.0387 1.5146  C233 1.438, H240 0.960
235 H 4.5951 1.3126 3.0389  C232 1.090
236 H 4.3328 -0.3977 3.3802  C232 1.090
237 H 3.1648 0.5612 2.5097  C232 1.090
238 H 4.4839 0.6801 0.5213  C233 1.090
239 H 4.5807 -0.9800 0.9239  C233 1.090
240 H 6.7474 -0.1126 0.6859  O234 0.960
241 C 1.6955 -2.8693 5.0366  C242 1.535, H244 1.090, H245 1.090, H246 1.090
242 C 0.1956 -2.5578 4.9460  C241 1.535, O243 1.440, H247 1.090, H248 1.090
243 O -0.2090 -2.5023 3.5646  C242 1.440, H249 0.960
244 H 1.9509 -2.7626 6.0909  C241 1.090
245 H 2.3343 -2.1650 4.5036  C241 1.090
246 H 2.0303 -3.8489 4.6954  C241 1.090
247 H 0.1156 -1.5134 5.2474  C242 1.090
248 H -0.4299 -3.0752 5.6734  C242 1.090
249 H -0.6336 -3.3396 3.3642  O243 0.960

Summary:
Multiplicity ... 2
Lowest unoccupied orbital energy (alpha / beta) ... 1.64 / 1.60 eV
Highest occupied orbital energy (alpha / beta) ... 0.0159 / -0.2535 hartree
Gap between HOMO and LUMO (alpha / beta) ... 1.21 / 8.50 eV
Net charge ... -1